[1]
Here is a cluster of 7 separate species, C14H39Cl6O14P3 in total at a distorted geometry from OMol25. Energies are from wB97M-V/def2-TZVPD.

```
76
Properties=species:S:1:pos:R:3:forces:R:3
C 1.361670 5.385333 -2.126454 -0.427 -0.012 1.273
O 1.244286 5.467912 -3.526553 0.210 -0.263 -0.351
P 0.117734 6.338414 -4.232344 0.266 0.264 0.259
O 0.078022 6.094816 -5.663187 0.114 -0.079 -0.446
O -1.202025 6.071147 -3.428285 -0.383 -0.186 0.319
C -1.883592 4.820415 -3.661643 0.186 0.143 0.049
O 0.394698 7.818165 -3.747038 -0.017 0.029 0.111
C 1.367081 8.568440 -4.468496 0.897 0.046 -0.366
H 1.693217 4.388310 -1.837836 0.160 0.026 -0.354
H 0.400392 5.544174 -1.622809 -0.022 -0.009 -0.209
H 2.046378 6.111520 -1.680906 0.170 0.073 -0.471
H -2.754806 5.026468 -4.275690 -0.051 -0.113 -0.010
H -2.168924 4.419947 -2.692333 -0.097 0.044 0.005
H -1.229067 4.107081 -4.161805 -0.057 -0.003 -0.074
H 2.189453 7.964544 -4.871469 -0.370 -0.335 0.015
H 1.877626 9.251521 -3.792375 -0.506 0.231 0.121
H 0.897980 9.072833 -5.308792 -0.044 0.191 0.109
C -4.825010 -3.774508 2.621874 -0.118 -0.260 0.963
O -4.176599 -4.237578 1.448989 0.174 -0.319 -0.230
P -3.809704 -3.244024 0.282135 -0.326 0.510 -0.348
O -4.944944 -2.573468 -0.352312 0.016 0.152 0.252
O -2.951749 -4.169570 -0.642464 0.049 -0.172 0.012
C -1.788632 -3.729385 -1.346091 0.605 0.315 0.207
O -2.721819 -2.262319 0.898217 0.379 -0.064 0.411
C -3.052594 -0.962924 1.383754 -0.672 0.376 -0.502
H -5.682915 -4.414419 2.822520 -0.114 0.121 -0.230
H -5.140690 -2.732110 2.597564 -0.042 -0.002 -0.357
H -4.155898 -3.902221 3.477604 0.146 0.058 -0.200
H -1.933446 -3.781852 -2.421262 -0.203 -0.271 0.018
H -0.955097 -4.345933 -1.010163 -0.075 -0.147 -0.228
H -1.526035 -2.701301 -1.096822 -0.188 0.033 0.046
H -3.051008 -0.902754 2.471852 0.234 -0.280 0.017
H -4.054896 -0.705928 1.030329 0.091 0.130 0.028
H -2.346295 -0.255999 0.954828 0.047 0.042 0.121
C 0.392056 -4.157413 2.031799 -0.003 0.675 -0.137
O 0.075689 -5.221102 1.129852 0.159 -0.094 0.047
P -0.175507 -6.659430 1.737491 -0.500 -0.344 0.235
O -0.710295 -6.675314 3.099952 -0.034 0.151 0.147
O 1.199230 -7.404259 1.552266 0.184 0.258 -0.289
C 1.387550 -8.687055 2.138666 0.043 -0.598 0.334
O -1.078113 -7.348212 0.646844 0.145 -0.444 -0.033
C -2.468178 -7.004483 0.544934 0.141 0.714 -0.378
H -0.462244 -3.908511 2.659287 -0.013 -0.209 0.067
H 0.610071 -3.288502 1.410268 0.048 -0.104 0.000
H 1.261833 -4.376295 2.649081 -0.021 -0.171 -0.004
H 2.072335 -8.610628 2.982334 0.027 0.119 -0.057
H 1.806279 -9.364394 1.396542 0.045 0.170 -0.106
H 0.461180 -9.129571 2.507227 -0.094 0.196 -0.056
H -3.126561 -7.698268 1.059541 0.256 -0.203 0.097
H -2.676039 -6.973697 -0.521602 -0.208 -0.167 0.027
H -2.617418 -5.996239 0.920240 -0.175 -0.100 0.151
C 1.559640 5.814128 1.971115 -1.219 -0.670 -0.166
C 2.613492 4.904677 1.416901 0.597 -0.037 -0.146
O 3.888597 5.494414 1.237546 0.289 0.292 -0.181
O 1.547707 5.767063 3.396086 0.355 0.359 -0.352
H 0.608840 5.399286 1.590285 -0.002 0.001 0.233
H 1.588690 6.815764 1.535770 0.514 0.131 0.280
H 2.296247 4.593942 0.421108 0.016 -0.072 0.021
H 2.712048 4.010675 2.041017 -0.288 -0.019 0.006
H 4.454010 5.374651 2.003925 -0.223 -0.025 0.149
H 1.117907 6.564733 3.710401 -0.057 0.023 0.174
C 1.837840 0.426435 -0.022983 1.088 -0.194 0.521
Cl 0.418188 -0.432910 0.539247 -0.167 -0.425 -0.064
Cl 1.421463 1.997286 -0.655666 -0.013 0.249 -0.275
H 2.524727 0.549058 0.811845 -0.311 0.239 0.218
H 2.424941 -0.157176 -0.726405 -0.576 -0.007 -0.460
C 5.420842 -2.393363 -3.211599 -0.196 -0.471 -0.137
Cl 4.061449 -2.022108 -2.134703 -0.085 0.047 -0.084
Cl 6.852320 -1.466449 -2.814889 0.162 0.053 0.002
H 5.612977 -3.455581 -3.102827 0.203 0.072 0.148
H 5.139065 -2.209485 -4.242190 -0.107 0.289 0.085
C -0.181580 1.740701 3.183801 0.077 -0.188 0.362
Cl -0.347166 2.060878 4.920489 0.123 -0.029 -0.044
Cl -1.268634 2.764928 2.251736 0.041 -0.061 -0.200
H 0.848251 1.910917 2.889506 -0.039 0.278 -0.012
H -0.416521 0.696158 3.023224 -0.219 0.048 -0.087
```
Positions in Å, forces in eV/Å.

multiplicity	1
HOMO	-10.355	eV
structure (SMILES)	COP(=O)(OC)OC.COP(=O)(OC)OC.COP(=O)(OC)OC.ClCCl.ClCCl.ClCCl.OCCO
Kohn-Sham gap	10.53	eV
LUMO level	0.2	eV
calculated total energy	-146822.713	eV

=====

[2]
Here is a structure of composition C14H39InN3Na4O12PS at a distorted geometry from OMol25. Energies are from wB97M-V/def2-TZVPD.

```
75
Properties=species:S:1:pos:R:3:forces:R:3
In -3.064482 -3.030245 0.337548 0.054 0.830 0.131
Na 0.652988 -1.566545 2.058198 0.128 0.587 0.320
Na -3.399082 1.271815 0.462028 0.135 -0.111 0.047
Na 0.887828 -1.746715 -1.554872 0.598 0.452 -0.685
Na -2.187172 0.415905 -2.522452 0.463 0.005 -0.464
P -0.859402 -0.178465 0.014388 0.009 1.053 0.305
O 0.703168 -0.294265 0.205058 -1.890 -0.835 0.001
O -1.183702 -1.268415 -1.075532 -0.658 -0.877 -0.156
O -1.260982 1.202035 -0.529332 -0.294 -0.395 -0.050
O -1.711362 -0.502415 1.266728 0.726 -0.648 -0.182
S -4.767632 -0.528635 -1.666952 -2.916 0.794 1.318
O -4.812322 -0.683895 -0.204332 0.170 -1.426 2.441
O -4.298162 0.803825 -1.846672 1.061 2.216 -1.365
O -3.911532 -1.548455 -2.160272 2.740 -2.068 -1.607
O -6.078882 -0.817425 -2.209322 -0.528 0.032 -0.295
C 3.750618 1.079205 -1.851082 0.635 0.611 -0.368
C 2.730598 1.473175 -2.941572 2.395 -1.174 0.347
C 3.041558 1.035465 -4.434482 1.305 -0.228 1.520
O 4.161868 1.754855 -4.949622 -2.397 0.226 0.296
C 4.172498 1.712675 -6.365362 2.382 1.003 -0.181
N 1.545188 0.823785 -2.439592 -1.779 0.521 -0.693
H 3.390748 1.409995 -0.876832 -0.322 0.436 -0.014
H 4.718958 1.569445 -1.951532 0.224 -0.547 -0.253
H 3.780318 -0.001675 -1.713532 0.520 -0.170 -0.487
H 2.700178 2.562665 -2.928002 -0.380 0.199 -0.161
H 2.161558 1.092655 -5.075122 -0.157 0.359 0.084
H 3.417678 0.012935 -4.467092 -0.622 -0.664 0.411
H 4.811818 0.883685 -6.668912 -0.197 -0.250 -0.279
H 4.736918 2.625605 -6.555352 0.073 -0.071 -0.725
H 3.285278 1.759265 -6.996842 -0.633 -0.178 0.828
H 0.907548 1.585395 -2.622532 -1.543 -0.690 -0.711
H 1.466068 0.872335 -1.433862 0.810 -0.247 0.474
C -3.637932 -7.623255 3.285008 -0.575 0.228 -0.605
C -3.532282 -6.144925 2.839288 0.534 -3.184 -1.262
C -2.551732 -5.463095 3.654458 0.813 0.896 0.347
O -2.499372 -4.163665 3.099278 0.261 1.451 0.217
C -1.925032 -3.283335 4.020208 0.482 1.401 0.404
N -3.013272 -6.189935 1.473348 -0.726 1.183 -1.733
H -3.955582 -7.650625 4.327338 0.179 -0.566 -0.041
H -2.736822 -8.174505 3.016248 0.555 0.352 0.886
H -4.311812 -8.177835 2.631998 -0.781 0.313 0.319
H -4.481392 -5.614265 2.914598 -0.067 -0.105 -0.293
H -1.517992 -5.797385 3.566548 -0.074 -0.920 0.237
H -2.882542 -5.515325 4.691738 0.157 0.507 0.214
H -1.632312 -2.328855 3.582728 -0.583 0.204 -0.715
H -0.961092 -3.595485 4.422048 -0.113 -0.840 0.376
H -2.630402 -3.023965 4.809698 0.145 -0.219 0.276
H -2.026602 -6.293485 1.284008 0.172 -0.004 0.817
H -3.478952 -6.832035 0.848078 -0.396 -0.007 0.105
C 3.224908 2.309705 3.722638 -1.892 0.419 0.664
C 2.005078 1.961335 2.790558 1.045 -0.513 0.079
C 1.536688 3.204745 1.902628 0.320 0.849 1.448
O 0.914658 4.377085 2.622658 1.179 -2.446 -1.528
C -0.315392 4.096445 3.249588 0.749 0.978 1.223
N 2.433598 0.744185 1.991088 -0.479 1.908 0.795
H 3.462738 1.483385 4.392508 0.358 -0.375 -0.627
H 2.891288 3.035085 4.464678 -0.123 0.489 -0.206
H 4.090588 2.762785 3.239508 -0.067 -0.407 -0.291
H 1.148288 1.587555 3.351178 -0.025 0.348 0.424
H 0.900288 2.887005 1.076708 -0.335 -0.109 0.094
H 2.472578 3.592585 1.500418 -0.193 0.344 -0.171
H -1.002342 3.474105 2.676098 0.004 0.022 0.070
H -0.710342 5.059455 3.573188 -0.552 0.291 -1.000
H -0.111502 3.775045 4.270978 -0.044 -1.325 0.034
H 3.253908 1.043675 1.483648 0.469 -0.317 -0.145
H 1.721668 0.567635 1.296768 -0.182 -0.107 -0.501
C 0.458098 4.664935 -3.853482 -0.048 -0.680 -1.092
C -0.048752 3.922895 -2.668042 -0.874 0.164 1.243
O -0.521632 2.603345 -2.952422 -0.341 -0.623 -1.302
H 0.642158 5.730555 -3.716872 -0.012 -0.199 0.365
H -0.276302 4.550755 -4.650802 -0.100 0.203 -0.086
H 1.357898 4.178365 -4.229922 0.225 0.179 0.009
H -0.960552 4.356605 -2.257402 0.457 0.980 0.301
H 0.704388 3.772445 -1.894572 0.168 0.601 0.234
H -0.985552 2.350685 -2.150842 0.198 -0.110 0.570
```
Positions in Å, forces in eV/Å.

multiplicity	1
HOMO	-13.248	eV
Kohn-Sham gap	1.63	eV
total charge	+2
LUMO level	-11.6	eV
calculated total energy	-87141.466	eV

=====

[3]
Here is a structure of composition C14H39KNO6 at a distorted geometry from OMol25. Energies are from wB97M-V/def2-TZVPD.

```
61
Properties=species:S:1:pos:R:3:forces:R:3
K 22.148671 -10.028073 22.790026 -0.867 0.206 -0.464
C 19.815115 -12.782222 22.634375 0.489 -0.248 -0.173
O 20.248124 -12.097512 23.800939 -0.308 0.211 -0.218
C 19.133894 -11.628981 24.556910 0.001 0.651 0.899
C 18.373024 -10.450117 23.950224 -0.261 -0.554 -0.721
N 19.227496 -9.295386 23.771380 0.046 -0.097 -0.900
C 18.538135 -8.015424 23.649475 0.090 -0.062 0.162
C 19.537595 -6.931279 23.298719 -0.305 -0.091 0.987
O 18.837665 -5.714381 23.261748 -0.009 0.100 -0.470
C 19.656147 -4.634755 22.863390 0.439 -0.235 0.543
H 20.658608 -13.369111 22.259504 0.014 0.019 0.149
H 19.520617 -12.098827 21.831804 -0.267 0.036 0.162
H 19.015120 -13.482442 22.883098 -0.118 0.085 -0.139
H 19.540232 -11.302590 25.518884 0.183 -0.029 -0.082
H 18.459651 -12.450628 24.810153 -0.098 -0.107 -0.348
H 17.466351 -10.233096 24.533344 0.199 -0.078 0.385
H 17.969474 -10.774350 22.980256 0.066 0.171 -0.022
H 19.897807 -9.250930 24.518041 -0.019 0.108 0.346
H 18.095080 -7.745411 24.616064 -0.275 0.135 -0.103
H 17.740976 -8.021476 22.903690 0.071 -0.320 -0.031
H 20.081829 -7.158388 22.376017 -0.036 0.103 -0.110
H 20.233266 -6.908872 24.157900 0.379 0.108 -0.355
H 19.105622 -3.710890 23.003178 -0.145 -0.001 -0.185
H 20.016772 -4.745334 21.837979 -0.179 0.048 -0.143
H 20.540769 -4.595984 23.515073 0.022 0.104 -0.017
C 19.553509 -8.415944 27.224164 0.157 -0.502 0.828
C 20.860104 -9.170580 27.127445 0.381 0.212 0.636
O 21.273731 -9.265799 25.751492 -0.038 0.207 0.086
H 19.249752 -8.372999 28.274867 0.146 -0.165 0.016
H 18.779757 -9.009767 26.738019 -0.164 0.532 -0.395
H 19.641691 -7.368660 26.945005 -0.155 -0.137 -0.628
H 20.775205 -10.166498 27.573602 -0.209 -0.077 -0.247
H 21.647100 -8.677481 27.708381 -0.061 0.177 -0.151
H 22.098682 -9.742717 25.728667 0.403 -0.256 0.227
C 22.670344 -9.385685 18.921886 0.509 -0.286 -0.424
C 21.979329 -10.732291 18.833078 -0.361 0.455 0.054
O 21.399971 -11.020699 20.125445 0.200 -0.262 -0.038
H 23.345996 -9.244948 18.073759 -0.044 -0.152 -0.009
H 23.293381 -9.354506 19.817223 -0.107 0.175 0.082
H 21.974843 -8.551222 18.869129 -0.132 -0.057 0.388
H 22.644189 -11.551407 18.553396 0.200 0.165 -0.001
H 21.183667 -10.670982 18.085074 0.004 -0.157 0.029
H 21.162698 -11.954886 20.103588 -0.168 0.115 0.116
C 24.811312 -6.968078 23.704375 0.240 -0.621 0.225
C 23.385125 -6.788682 23.214684 -0.016 0.121 0.228
O 23.177925 -7.559747 22.020133 -0.070 -0.086 0.345
H 25.531068 -6.877524 22.889054 0.000 0.174 0.008
H 24.906878 -7.990439 24.090344 0.066 -0.031 -0.226
H 25.152925 -6.356159 24.538995 -0.372 0.413 -0.179
H 23.069883 -5.758770 23.034209 0.316 0.094 -0.007
H 22.702833 -7.172454 23.978398 -0.129 -0.073 -0.166
H 23.892660 -7.328423 21.416324 -0.110 -0.072 -0.100
C 25.133738 -12.388538 20.919375 -0.956 0.071 0.421
C 24.864385 -12.180217 22.395399 0.804 0.036 0.631
O 24.638759 -10.775135 22.631864 -0.309 0.055 -0.062
H 24.207048 -12.286705 20.349114 0.053 0.113 -0.051
H 25.502046 -13.396189 20.744172 0.284 0.096 -0.059
H 25.822052 -11.606442 20.609315 0.226 -0.242 -0.199
H 25.763190 -12.442438 22.967723 -0.088 -0.179 -0.139
H 24.038136 -12.743329 22.846856 -0.036 -0.191 -0.495
H 24.625620 -10.660221 23.586402 0.428 0.073 0.105
```
Positions in Å, forces in eV/Å.

ΔE to the lowest compared entry with this formula, charge and spin	0.439	eV
multiplicity	1
HOMO	-11.430	eV
Kohn-Sham gap	8.58	eV
total charge	+1
LUMO level	-2.9	eV
calculated total energy	-45244.705	eV